Entry 1:
Here is the molecule C24H34N4O from the OMol25 dataset. Energies are from ωB97M-V/def2-TZVPD.

Energy above the lowest of the compared OMol25 structures with the same formula, charge and spin (eV): 1.031
Multiplicity: 1
Maximum force (hartree/bohr): 0.01550

```
63
C24H34N4O, DFT ωB97M-V/def2-TZVPD
C 1.37788 -5.28368 2.44628
C 0.32360 -6.07833 1.72356
C 0.08208 -5.95470 0.42383
C 0.80758 -5.06152 -0.53296
H 1.41529 -4.33354 0.00138
H 1.49248 -5.68654 -1.11875
C -0.11579 -4.34612 -1.52642
H 0.51010 -3.90806 -2.30957
H -0.76218 -5.08748 -2.00287
C -1.00027 -3.23127 -0.95033
C -2.09728 -3.75163 -0.02774
H -2.69132 -2.91299 0.32598
H -1.66824 -4.26326 0.82892
H -2.74764 -4.44530 -0.55585
C -0.17384 -2.16046 -0.22309
N -0.98686 -0.98261 0.03630
C -0.72232 -0.31897 1.29507
C 0.58850 0.47767 1.30145
H 0.72294 0.97229 2.26352
H 1.43801 -0.18477 1.13351
C 0.53600 1.52031 0.18775
N 1.78678 2.24704 0.12165
C 2.02382 3.51423 -0.28647
C 3.39743 3.68832 -0.29880
C 3.90418 2.45864 0.12554
N 2.92811 1.60718 0.36717
H 4.92595 2.16647 0.26378
H 3.93815 4.57304 -0.56672
N 1.06938 4.45558 -0.68409
C -0.08648 4.81239 -0.05099
O -0.55361 4.20968 0.89423
C -0.76671 5.99400 -0.65634
C -0.07228 7.08570 -1.16951
C -0.76417 8.16644 -1.68658
C -2.14918 8.16617 -1.70108
C -2.84603 7.08888 -1.17867
C -2.15865 6.01266 -0.65038
H -2.68506 5.17093 -0.22633
H -3.92569 7.09132 -1.17813
H -2.68373 9.01060 -2.10989
H -0.21976 9.01417 -2.07571
H 1.00831 7.11943 -1.13650
H 1.40513 5.08558 -1.39908
C 0.26485 0.82729 -1.15073
C -1.01158 -0.02265 -1.04547
H -1.86518 0.64242 -0.87563
H -1.17866 -0.55363 -1.98459
H 1.12012 0.19381 -1.39643
H 0.14901 1.56607 -1.94696
H -0.26098 2.23578 0.40739
H -1.55531 0.36632 1.48570
H -0.71422 -1.06748 2.08996
H 0.72402 -1.92889 -0.81430
H 0.15091 -2.56393 0.73687
H -1.49030 -2.74865 -1.80431
H -0.68480 -6.57017 -0.02930
C -0.45476 -7.03333 2.57954
H 0.21619 -7.75655 3.04333
H -0.96432 -6.49410 3.37852
H -1.19692 -7.57188 1.99571
H 2.36762 -5.49869 2.04542
H 1.20141 -4.21348 2.34235
H 1.37830 -5.52573 3.50588
```

***

Entry 2:
Here is the molecule C24H34N4O2 from the OMol25 dataset. Energies are from ωB97M-V/def2-TZVPD.

Energy above the lowest of the compared OMol25 structures with the same formula, charge and spin (eV): 2.352
Multiplicity: 1
Maximum force (hartree/bohr): 0.01566

```
64
C24H34N4O2, DFT ωB97M-V/def2-TZVPD
C -2.83532 -2.42977 1.62072
H -3.45607 -2.20297 0.74900
O -2.88684 -1.39601 2.57724
C -4.07550 -1.11440 3.20571
C -5.25479 -1.77696 2.88287
C -6.44099 -1.48226 3.53129
C -6.47036 -0.51964 4.52302
C -5.30344 0.14009 4.84922
C -4.09421 -0.12786 4.20986
C -2.93991 0.69100 4.69984
O -3.04361 1.40886 5.67428
N -1.79357 0.59292 3.96881
C -0.61773 1.27212 4.22809
C -0.28381 2.21024 5.18532
C 1.05025 2.52475 4.90303
N 1.50051 1.84400 3.86880
N 0.48747 1.07174 3.46245
C 0.61256 0.21566 2.30723
C 2.07685 -0.12597 2.05006
C 2.19522 -0.98723 0.79732
N 1.66027 -0.28328 -0.35282
C 0.25152 -0.00612 -0.16062
C 0.04852 0.89299 1.05423
H -1.01347 1.11556 1.17695
H 0.58362 1.83014 0.89825
H -0.32718 -0.94346 -0.02895
H -0.13001 0.50087 -1.04741
C 1.93504 -0.97083 -1.60189
H 1.29218 -1.86181 -1.72924
C 1.78886 -0.04754 -2.81149
C 2.39534 -0.67415 -4.06518
C 2.19732 0.19313 -5.30829
H 1.12404 0.36453 -5.43505
C 2.91598 1.54930 -5.20942
C 3.37354 1.84902 -6.63346
H 4.16530 2.59606 -6.67148
H 2.53281 2.20440 -7.23173
C 3.82618 0.48070 -7.13090
H 3.90942 0.43129 -8.21571
H 4.80058 0.24132 -6.70218
C 2.76030 -0.47382 -6.58484
H 1.96634 -0.60667 -7.32026
H 3.17851 -1.45648 -6.36889
H 2.27223 2.32917 -4.80578
H 3.78915 1.45621 -4.56145
H 3.46381 -0.84027 -3.90911
H 1.92877 -1.64864 -4.23405
H 2.28857 0.89347 -2.58210
H 0.73582 0.16694 -3.00152
H 2.97148 -1.31599 -1.56056
H 1.67443 -1.95208 0.95956
H 3.24908 -1.20317 0.60908
H 2.63003 0.80158 1.91307
H 2.49648 -0.65124 2.90827
H 0.05856 -0.71341 2.50653
H 1.69182 3.21612 5.41183
H -0.91656 2.59297 5.95611
H -1.78999 -0.04858 3.18931
H -5.28873 0.89460 5.62141
H -7.39052 -0.28683 5.03530
H -7.33935 -2.01334 3.25447
H -5.25999 -2.53389 2.11503
H -3.13478 -3.38985 2.04973
H -1.79206 -2.48721 1.31107
```

***

Entry 3:
Here is a structure of composition C24H35AsMgNO3S2 in a non-equilibrium geometry from the OMol25 dataset. Energies are from ωB97M-V/def2-TZVPD.

Energy above the lowest of the compared OMol25 structures with the same formula, charge and spin (eV): 0.039
Net charge: +1
Multiplicity: 1
Maximum force (hartree/bohr): 0.02255

```
67
C24H35AsMgNO3S2, DFT ωB97M-V/def2-TZVPD
Mg -0.24333 -0.36978 0.00249
C -1.43899 0.50079 4.27523
C -1.10972 1.15566 2.95993
C -2.04849 1.03600 1.92123
C -3.34911 0.31646 2.18328
C -1.79203 1.61951 0.67085
C -2.90682 1.85451 -0.32470
C -0.50806 2.15976 0.41696
C -0.17191 2.72824 -0.94203
C 0.42586 2.26396 1.45443
C 1.75608 2.89968 1.14681
C 0.09758 1.82987 2.74673
C 1.07907 2.06596 3.86715
H -1.44047 -0.58713 4.15906
H -2.43074 0.78251 4.63048
H -0.73384 0.73353 5.06440
H -4.07210 0.96004 2.69159
H -3.19668 -0.55158 2.82288
H -3.81354 -0.03694 1.26563
H -2.77867 1.31035 -1.25808
H -2.94171 2.91773 -0.56874
H -3.87583 1.59566 0.09032
H -0.94586 2.51791 -1.67479
H 0.76449 2.31870 -1.32734
H -0.04341 3.81244 -0.89307
H 2.21114 2.44852 0.26325
H 2.46770 2.81153 1.96208
H 1.64497 3.96467 0.92604
H 1.88131 1.31959 3.87835
H 0.60913 2.04512 4.84412
H 1.55458 3.04057 3.77397
S 3.20936 -1.64021 -2.96934
C 2.19712 -1.03400 -1.87001
N 1.49084 -0.59694 -1.03287
C 2.32335 -3.23720 0.98039
As 1.98590 -1.62176 1.95196
C 3.42375 -0.39889 1.62995
C 2.03339 -2.04504 3.82810
O 0.45273 -1.01728 1.65844
H 3.23532 -3.68505 1.37494
H 2.44426 -3.01885 -0.07877
H 1.49121 -3.92278 1.13267
H 4.31944 -0.83073 2.07697
H 3.19910 0.55277 2.10743
H 3.56305 -0.25507 0.56267
H 2.98271 -1.73584 4.26147
H 1.90178 -3.11577 3.97248
H 1.21593 -1.51461 4.31299
O -1.82480 -2.39582 0.57119
C -1.61085 -3.10299 1.41263
C -3.16669 -1.26706 -3.25783
S -1.50800 -1.55559 -2.65498
O -1.28626 -0.37634 -1.70702
C -0.55639 -1.18659 -4.10006
C -0.01010 0.07517 -4.27001
C 0.75959 0.31413 -5.39711
C 0.97064 -0.69561 -6.32588
C 0.42270 -1.95616 -6.13372
C -0.33962 -2.21462 -5.00592
H -3.22722 -0.25860 -3.66342
H -3.84228 -1.39811 -2.41454
H -3.38458 -2.00307 -4.03104
H -0.16542 0.84070 -3.52217
H 1.20589 1.28829 -5.54330
H 1.57988 -0.50499 -7.19898
H 0.60551 -2.74320 -6.85228
H -0.74185 -3.20610 -4.83351
```

***

| no. | LUMO energy (eV) | frontier orbital gap (eV) |
| --- | --- | --- |
| 1 | 0.547 | 8.64 |
| 2 | 0.476 | 8.62 |
| 3 | -1.854 | 8.76 |